Record 1
{"formula": "C9H14", "method": "wB97M-V/def2-TZVPD", "e_above_lowest_ev": 0.309, "smiles": "Cc1ccccc1.CC", "total_charge": 0, "mol_weight_g_mol": 122.2, "fmax_ev_per_a": 1.19, "elements": ["C", "C", "C", "C", "C", "C", "C", "H", "H", "H", "H", "H", "H", "H", "H", "C", "C", "H", "H", "H", "H", "H", "H"], "coordinates": [[-1.482, -1.786, 0.643], [-1.969, -0.392, 0.358], [-1.122, 0.707, 0.395], [-1.590, 1.992, 0.152], [-2.939, 2.193, -0.067], [-3.792, 1.104, -0.068], [-3.336, -0.183, 0.197], [-2.063, -2.524, 0.093], [-1.469, -2.070, 1.691], [-0.470, -1.946, 0.268], [-0.068, 0.486, 0.507], [-0.902, 2.838, 0.180], [-3.347, 3.177, -0.243], [-4.854, 1.245, -0.239], [-4.055, -0.989, 0.281], [4.285, 0.274, -0.521], [4.107, -1.251, -0.467], [3.345, 0.716, -0.856], [4.512, 0.724, 0.444], [4.936, 0.569, -1.343], [4.261, -1.652, -1.466], [3.123, -1.519, -0.083], [4.888, -1.714, 0.144]], "nbo_charge": [-0.634, -0.006, -0.221, -0.200, -0.227, -0.199, -0.217, 0.216, 0.222, 0.213, 0.208, 0.214, 0.213, 0.209, 0.210, -0.612, -0.607, 0.199, 0.206, 0.206, 0.204, 0.202, 0.201]}

=====

Record 2
{"formula": "C5H12N2O", "method": "wB97M-V/def2-TZVPD", "e_above_lowest_ev": 0.904, "smiles": "C[C@@H](N)CCC(N)=O", "total_charge": 0, "mol_weight_g_mol": 116.2, "fmax_ev_per_a": 1.99, "elements": ["C", "C", "N", "C", "C", "C", "N", "O", "H", "H", "H", "H", "H", "H", "H", "H", "H", "H", "H", "H"], "coordinates": [[-2.206, -1.311, 0.637], [-1.003, -0.874, -0.279], [-1.200, -1.296, -1.691], [-0.928, 0.669, -0.235], [0.127, 1.110, 0.825], [1.521, 0.691, 0.494], [2.337, 1.544, -0.212], [1.917, -0.450, 0.658], [-2.961, -0.539, 0.549], [-2.477, -2.370, 0.493], [-1.947, -1.262, 1.710], [-0.123, -1.432, 0.022], [-1.565, -2.236, -1.770], [-1.862, -0.657, -2.116], [-1.849, 1.069, 0.193], [-0.715, 1.130, -1.208], [-0.148, 0.616, 1.765], [0.052, 2.190, 1.000], [2.108, 2.481, -0.487], [3.292, 1.279, -0.373]], "nbo_charge": [-0.632, -0.069, -0.830, -0.388, -0.492, 0.668, -0.829, -0.617, 0.198, 0.213, 0.205, 0.224, 0.355, 0.342, 0.204, 0.216, 0.233, 0.210, 0.386, 0.402]}

=====

Record 3
{"formula": "C32H78BF4N2O6P", "method": "wB97M-V/def2-TZVPD", "e_above_lowest_ev": 0.654, "total_charge": 0, "mol_weight_g_mol": 704.8, "fmax_ev_per_a": 14.70, "elements": ["C", "C", "C", "C", "P", "C", "C", "C", "C", "C", "C", "C", "C", "C", "C", "C", "C", "H", "H", "H", "H", "H", "H", "H", "H", "H", "H", "H", "H", "H", "H", "H", "H", "H", "H", "H", "H", "H", "H", "H", "H", "H", "H", "H", "H", "H", "H", "H", "H", "H", "H", "H", "H", "B", "F", "F", "F", "F", "C", "C", "N", "H", "H", "H", "C", "C", "N", "H", "H", "H", "C", "C", "O", "H", "H", "H", "H", "H", "H", "C", "C", "O", "H", "H", "H", "H", "H", "H", "C", "C", "O", "H", "H", "H", "H", "H", "H", "C", "C", "O", "H", "H", "H", "H", "H", "H", "C", "C", "O", "H", "H", "H", "H", "H", "H", "C", "C", "O", "H", "H", "H", "H", "H", "H"], "coordinates": [[1.608, 6.604, 3.114], [1.508, 5.070, 2.896], [1.826, 4.607, 1.473], [0.996, 5.386, 0.386], [1.191, 4.685, -1.324], [2.780, 5.330, -1.993], [2.996, 5.041, -3.455], [4.227, 5.464, -4.040], [5.495, 4.890, -3.312], [1.042, 2.878, -1.320], [-0.417, 2.342, -1.016], [-0.457, 0.814, -0.980], [-0.451, 0.291, -2.464], [-0.179, 5.395, -2.296], [-0.200, 6.957, -2.245], [-1.351, 7.578, -3.036], [-2.762, 7.195, -2.445], [2.555, 6.915, 2.766], [1.414, 6.851, 4.279], [0.753, 7.184, 2.652], [0.483, 4.772, 3.041], [2.001, 4.506, 3.573], [1.670, 3.550, 1.336], [2.835, 4.688, 1.423], [1.275, 6.363, 0.292], [-0.085, 5.039, 0.566], [3.569, 4.783, -1.362], [2.769, 6.427, -1.924], [2.230, 5.397, -4.073], [2.591, 3.995, -3.499], [4.310, 6.446, -3.958], [4.431, 5.250, -5.149], [6.423, 5.088, -3.916], [5.456, 4.031, -2.878], [5.836, 5.361, -2.352], [1.656, 2.323, -0.694], [0.958, 2.376, -2.339], [-1.171, 2.690, -1.625], [-0.538, 2.816, 0.138], [-1.373, 0.405, -0.670], [0.363, 0.263, -0.351], [0.412, 0.397, -2.852], [-1.242, 0.730, -3.264], [-0.616, -0.661, -2.459], [-1.177, 4.937, -1.932], [-0.014, 4.947, -3.449], [0.784, 7.376, -2.489], [-0.305, 7.378, -1.110], [-1.348, 7.266, -3.983], [-1.384, 8.636, -2.926], [-2.882, 6.103, -2.518], [-3.604, 7.686, -2.687], [-2.872, 7.423, -1.414], [-0.425, -3.033, 0.593], [0.140, -3.667, -0.580], [-1.174, -3.954, 1.150], [0.451, -2.610, 1.430], [-1.223, -2.026, 0.145], [-1.462, -4.665, 4.792], [-2.059, -6.011, 4.728], [-2.455, -7.149, 4.719], [-0.585, -4.656, 5.323], [-1.261, -4.518, 3.652], [-2.219, -3.796, 4.972], [-3.000, -6.816, 0.579], [-4.381, -6.453, 0.121], [-5.468, -6.335, -0.364], [-2.322, -6.173, 0.077], [-3.030, -6.728, 1.710], [-2.782, -7.721, 0.002], [-1.060, 1.516, 4.102], [-0.616, 0.239, 3.368], [-1.728, -0.215, 2.507], [-1.517, 2.422, 3.403], [-0.298, 2.032, 4.502], [-1.794, 1.315, 4.711], [-0.195, -0.403, 3.994], [0.178, 0.462, 2.574], [-1.456, -0.732, 1.628], [-5.312, -3.041, -1.863], [-4.326, -2.961, -0.753], [-3.749, -1.693, -0.586], [-4.839, -2.918, -2.924], [-6.068, -2.311, -1.568], [-5.808, -4.021, -1.665], [-3.599, -3.626, -0.600], [-4.708, -2.869, 0.178], [-2.820, -1.965, -0.471], [-5.048, -3.619, 4.012], [-4.075, -2.915, 3.185], [-3.732, -1.849, 3.984], [-5.818, -2.891, 4.020], [-4.760, -3.771, 4.977], [-5.597, -4.607, 3.750], [-4.770, -2.523, 2.350], [-3.100, -3.308, 2.808], [-3.332, -1.048, 3.479], [0.584, -6.876, -2.893], [1.806, -6.333, -2.107], [2.975, -6.798, -2.753], [0.908, -6.530, -4.010], [-0.273, -6.408, -2.425], [0.669, -7.894, -2.862], [1.800, -6.935, -1.164], [1.748, -5.248, -2.075], [3.309, -6.208, -3.489], [3.744, -5.642, 2.758], [2.968, -4.560, 2.109], [2.561, -3.697, 3.132], [3.184, -6.424, 3.320], [4.557, -5.252, 3.188], [4.078, -6.461, 1.922], [2.112, -5.061, 1.735], [3.291, -3.873, 1.160], [1.719, -3.638, 3.069], [3.856, -1.216, -2.404], [2.710, -1.705, -1.384], [1.726, -2.333, -2.193], [3.576, -0.536, -3.065], [4.173, -2.041, -2.916], [4.680, -0.851, -1.683], [2.520, -0.921, -1.059], [3.082, -2.401, -0.693], [1.150, -2.852, -1.517]], "lowdin_charge": [-0.093, -0.249, -0.222, -0.224, 1.012, -0.257, -0.321, -0.229, -0.080, -0.255, -0.236, -0.202, -0.058, -0.275, -0.248, -0.215, -0.073, 0.046, 0.126, 0.080, 0.096, 0.071, 0.094, 0.072, 0.044, 0.129, 0.132, 0.104, 0.087, 0.125, 0.061, 0.154, 0.097, -0.008, 0.086, 0.068, 0.116, 0.064, 0.154, 0.075, 0.150, -0.020, 0.152, 0.003, 0.106, 0.171, 0.092, 0.156, 0.059, 0.101, 0.073, 0.029, 0.063, -1.522, 0.078, 0.220, 0.277, 0.154, -0.062, -0.265, 0.101, 0.038, 0.099, 0.106, -0.050, -0.247, 0.112, 0.041, 0.094, 0.084, -0.058, -0.228, -0.146, 0.135, 0.014, 0.005, 0.058, 0.122, 0.122, -0.067, -0.368, -0.092, 0.112, 0.072, 0.057, 0.069, 0.061, 0.043, -0.107, -0.381, -0.121, 0.066, 0.031, 0.122, 0.130, 0.106, 0.112, -0.077, -0.332, -0.125, 0.127, 0.060, 0.024, 0.122, 0.091, 0.110, -0.094, -0.332, -0.015, 0.090, 0.016, 0.128, 0.089, 0.156, -0.051, -0.023, -0.245, -0.094, 0.004, 0.031, 0.106, -0.038, 0.096, 0.069]}

=====

Record 4
{"formula": "C3H12O4", "method": "wB97M-V/def2-TZVPD", "spin_multiplicity": 2, "s_squared": 0.756, "e_above_lowest_ev": 3.003, "total_charge": 1, "mol_weight_g_mol": 112.1, "fmax_ev_per_a": 5.00, "elements": ["C", "O", "C", "C", "H", "H", "H", "H", "H", "H", "H", "H", "O", "H", "H", "O", "H", "H", "O"], "coordinates": [[-0.409, -0.678, 1.486], [-1.030, -1.530, 0.550], [-0.714, 0.767, 1.205], [-0.860, 1.726, 2.198], [0.631, -0.845, 1.578], [-0.645, -0.863, 2.595], [-1.184, -2.357, 0.872], [-0.763, 1.102, 0.142], [-1.040, 2.706, 1.720], [-0.710, 1.689, 3.270], [-2.776, -1.451, -2.281], [-1.654, -0.358, -1.791], [-2.311, -0.630, -2.500], [2.262, 0.627, -3.362], [1.290, 1.032, -2.247], [1.350, 0.528, -3.110], [3.550, -0.768, -0.229], [2.130, -0.384, -0.377], [2.884, -0.312, 0.281]], "nbo_charge": [-0.182, -0.648, 0.080, -0.051, 0.315, 0.249, 0.502, 0.245, 0.234, 0.248, 0.482, 0.458, -0.938, 0.478, 0.447, -0.923, 0.487, 0.456, -0.939]}

=====

Record 5
{"formula": "C2H3BrClIO", "method": "wB97M-V/def2-TZVPD", "e_above_lowest_ev": 1.704, "total_charge": 0, "mol_weight_g_mol": 285.3, "fmax_ev_per_a": 4.80, "elements": ["C", "C", "O", "Cl", "Br", "I", "H", "H", "H"], "coordinates": [[-0.117, 0.387, 0.465], [-1.119, -0.763, 0.162], [-0.263, -2.044, -0.925], [1.034, -0.093, 1.658], [-1.728, -1.746, 1.628], [-2.688, -0.269, -1.269], [0.268, 0.695, -0.595], [-0.722, 1.269, 0.827], [0.227, -1.484, -1.492]], "nbo_charge": [-0.540, -0.056, -0.769, 0.032, 0.181, 0.212, 0.247, 0.251, 0.441]}

=====

Record 6
{"formula": "C4H8Si2", "method": "wB97M-V/def2-TZVPD", "e_above_lowest_ev": 2.920, "total_charge": 0, "mol_weight_g_mol": 112.3, "fmax_ev_per_a": 5.33, "elements": ["C", "C", "C", "C", "Si", "Si", "H", "H", "H", "H", "H", "H", "H", "H"], "coordinates": [[1.430, -0.265, 0.316], [-1.157, 0.254, 0.015], [2.546, -0.592, -0.322], [-2.343, 0.798, -0.219], [0.386, 1.334, 0.278], [-0.786, -1.639, 0.248], [2.939, -1.536, -0.333], [3.350, 0.145, -0.545], [-3.329, 0.273, -0.413], [-2.345, 1.803, -0.463], [0.423, 2.053, 1.625], [0.506, 2.045, -1.008], [-0.547, -2.814, -0.759], [-1.074, -1.858, 1.579]], "nbo_charge": [-0.607, -0.819, -0.448, -0.337, 1.078, 0.999, 0.184, 0.176, 0.186, 0.178, -0.142, -0.161, -0.107, -0.179]}